36
Properties=species:S:1:pos:R:3:forces:R:3:mulliken_charge:R:1 method="wB97M-V/def2-TZVPD" e_tot_ev=-102380.579 s_squared=0.813 multiplicity=2 e_above_lowest_ev=0.000
Pd 0.871 -0.716 -0.936 -0.115 -0.247 0.079 0.9460
O 2.794 -0.243 -0.791 -0.076 -0.246 0.151 -0.7190
C 3.227 0.606 0.036 0.038 0.103 -0.126 1.1842
C 4.628 0.579 0.344 0.041 0.015 0.014 -0.5714
C 5.172 1.494 1.178 -0.019 -0.027 -0.020 -0.3819
C 4.378 2.528 1.764 -0.060 0.033 0.008 -0.5276
C 3.051 2.599 1.498 0.112 0.036 0.057 -0.8911
C 2.410 1.649 0.647 -0.115 -0.017 -0.016 0.4199
C 1.038 1.799 0.443 0.116 0.074 0.006 -0.2181
N 0.266 0.956 -0.228 -0.004 0.149 -0.076 0.1549
N -1.037 1.190 -0.251 0.043 0.000 0.072 -0.8273
C -1.697 0.136 -0.787 -0.047 -0.038 -0.191 0.9687
O -1.102 -0.901 -1.201 -0.039 0.039 0.070 -0.8280
C -3.161 0.216 -0.884 0.026 0.001 0.044 0.4211
C -3.841 1.375 -0.511 0.005 0.006 0.008 -0.1908
C -5.220 1.424 -0.616 -0.002 0.002 -0.003 -0.6506
C -5.920 0.320 -1.086 0.005 0.001 0.002 -0.3477
C -5.244 -0.836 -1.453 0.004 0.000 -0.005 -0.6174
C -3.865 -0.892 -1.355 -0.002 -0.015 0.004 -0.4764
H 5.206 -0.216 -0.104 -0.005 0.002 -0.007 0.4600
H 6.227 1.444 1.413 0.001 0.002 -0.004 0.3863
H 4.841 3.248 2.423 0.002 -0.002 -0.004 0.4158
H 2.445 3.378 1.943 -0.012 -0.006 -0.005 0.3411
H 0.525 2.644 0.889 -0.026 -0.015 -0.006 0.4291
H -3.284 2.224 -0.142 -0.002 -0.002 0.000 0.4207
H -5.751 2.321 -0.329 0.001 -0.001 -0.002 0.3861
H -6.999 0.360 -1.163 0.000 -0.001 0.000 0.3873
H -5.793 -1.696 -1.813 0.000 0.001 0.000 0.4033
H -3.322 -1.785 -1.630 -0.001 0.000 0.000 0.4221
F 1.245 -2.783 -1.204 0.096 0.207 0.007 -0.6295
As 1.311 -3.659 0.442 0.084 0.009 0.095 2.0581
F -0.076 -2.707 0.873 -0.021 -0.005 -0.018 -0.4564
F 2.309 -2.337 0.980 0.001 0.004 -0.031 -0.4399
F 2.702 -4.470 -0.140 0.023 0.002 -0.020 -0.4770
F 1.375 -4.396 1.982 -0.022 -0.070 -0.036 -0.4762
F 0.290 -4.857 -0.227 -0.034 0.005 -0.048 -0.4782

36
Properties=species:S:1:pos:R:3:forces:R:3:mulliken_charge:R:1 method="wB97M-V/def2-TZVPD" e_tot_ev=-35895.372 multiplicity=1 e_above_lowest_ev=0.000 smiles="O=[N+]([O-])c1cc([N+](=O)[O-])c2no[n+]([O-])c2c1.Cc1ccc2[nH]cnc2c1"
O -2.724 2.381 2.014 1.545 -1.558 0.928 -0.5493
N -2.090 1.432 2.522 -2.804 -0.084 -0.039 0.9006
O -2.649 0.442 3.039 1.504 1.649 -0.966 -0.5435
C -0.638 1.499 2.513 1.446 -1.614 -0.020 0.0641
C -0.012 2.770 2.491 1.442 0.319 0.038 -0.4961
C 1.383 2.879 2.506 -0.961 -1.193 -0.037 -0.4773
N 2.002 4.190 2.515 0.559 2.750 0.001 0.9184
O 3.239 4.320 2.515 -2.312 -1.017 -0.004 -0.5376
O 1.220 5.169 2.523 1.211 -1.815 -0.011 -0.5937
C 2.172 1.657 2.514 1.952 0.735 0.013 0.6914
N 3.522 1.479 2.519 -2.100 0.244 -0.005 -0.5142
O 3.708 0.122 2.533 -1.268 -0.488 0.019 -0.1722
N 2.473 -0.565 2.538 -0.624 0.635 -0.051 0.8342
O 2.450 -1.782 2.562 0.027 1.384 -0.029 -0.6610
C 1.481 0.429 2.521 1.889 -0.894 -0.025 0.5868
C 0.103 0.301 2.514 -1.626 0.765 0.097 -0.4131
H -0.625 3.669 2.482 0.210 -0.199 -0.023 0.5836
H -0.353 -0.685 2.487 -0.132 0.295 -0.018 0.3687
C 0.222 0.398 -4.337 0.120 0.240 -0.164 -1.3358
C -0.342 -0.716 -3.507 -0.074 -0.079 0.832 0.8263
C -0.874 -1.871 -4.114 -0.196 -0.378 0.546 -0.5979
C -1.399 -2.925 -3.345 0.100 0.237 -0.367 -1.0378
C -1.379 -2.773 -1.964 0.239 0.441 0.645 0.6363
N -1.786 -3.596 -0.915 -0.161 -0.303 0.005 -0.0888
C -1.521 -2.953 0.272 0.622 1.261 -1.662 -0.3610
N -0.967 -1.767 0.043 -0.253 -0.520 1.248 -0.3241
C -0.855 -1.611 -1.326 -0.537 -1.330 -0.551 0.2240
C -0.329 -0.584 -2.109 -0.088 -0.137 -0.022 -0.5803
H 0.139 0.161 -5.401 0.069 0.151 0.132 0.3476
H -0.309 1.339 -4.140 0.095 -0.205 -0.122 0.3102
H 1.279 0.570 -4.094 -0.211 -0.056 -0.128 0.3085
H -0.865 -1.930 -5.206 -0.050 -0.087 0.411 0.2975
H -1.811 -3.833 -3.793 0.179 0.368 -0.011 0.3246
H -2.196 -4.518 -1.014 0.160 0.403 0.075 0.1938
H -1.751 -3.390 1.243 0.110 0.225 -0.369 0.3838
H 0.081 0.292 -1.600 -0.080 -0.146 -0.367 0.4832